Record 1
# C3H9N3

C3H9N3 as an isolated structure (ωB97M-V/def2-TZVPD, the Open Molecules 2025 dataset).

Calculated values
HOMO-LUMO gap	7.6	eV
DFT total energy	-283.8032	Ha
relative energy (zero: lowest compared OMol25 entry of this formula, charge and spin)	472.4	kJ/mol

Geometry as ORCA input:
```
! RIJCOSX wB97M-V def2-TZVPD def2/J DEFGRID3
* xyz 0 1
N -0.22938 1.43158 -1.60435
N -0.57558 -0.18088 0.36690
N -1.83564 -0.02077 -0.19676
C 1.35411 -1.59430 1.29617
C 0.19570 -1.38186 0.67497
C 0.24784 0.87772 0.23196
H -0.21134 2.43428 -1.74500
H -0.43316 -2.22550 0.40585
H 1.74010 -2.59817 1.39744
H -0.13459 1.80553 0.64422
H -2.52639 -0.45270 0.41294
H 1.32326 0.77949 0.12797
H 1.99436 -0.80627 1.67078
H 0.28468 0.91853 -2.31085
H -1.19399 1.01332 -1.37224
*
```

***

Record 2
# C20H22N5Tl

C20H22N5Tl as an isolated structure (ωB97M-V/def2-TZVPD, the Open Molecules 2025 dataset).

Calculated values
HOMO-LUMO gap	5.5	eV
DFT total energy	-1220.8779	Ha
relative energy (zero: lowest compared OMol25 entry of this formula, charge and spin)	34.4	kJ/mol

Geometry as ORCA input:
```
! RIJCOSX wB97M-V def2-TZVPD def2/J DEFGRID3
* xyz 2 1
Tl -1.88194 6.31407 2.14958
N 5.01250 -6.54614 -6.53213
N -0.10002 8.00827 3.24862
N -0.71895 -3.72434 -0.36130
N -2.21191 -2.94023 -2.58657
N -2.76366 6.01715 4.74616
C -0.04817 -3.48389 0.74116
C 4.19080 -6.08450 -5.87268
C -0.03712 -3.95279 -2.76549
C -1.20712 -3.53757 -3.30311
C -1.94194 4.99758 5.37463
C 1.61857 -3.85682 -0.75304
C 3.09251 -5.65313 -5.09167
C -0.09573 7.68736 4.74258
C 0.27280 -3.80042 -1.37306
C -3.19061 -2.57534 -3.48629
C 2.16646 -6.43849 -4.42954
C 1.47502 -3.59916 0.52318
C 1.09096 -5.88798 -3.72223
C 1.07406 -4.56291 -3.57728
C -0.71319 5.59240 6.05488
C -2.71563 -3.13325 -4.86082
C 2.04856 -3.72611 -4.11314
C -1.51779 -3.60235 -4.75032
C 2.99561 -4.24355 -5.00221
C 0.27325 6.20722 5.04145
H -4.13983 -2.02223 -3.20947
H 0.41373 -6.52253 -3.26789
H -1.08446 7.86594 5.16892
H -1.00472 6.41708 6.72520
H 1.95068 -2.64011 -3.93778
H 0.22019 5.57764 4.11444
H -0.14474 4.90112 6.69187
H 0.57296 8.39007 5.30468
H 0.84768 7.82960 2.90723
H 3.63346 -3.68218 -5.57823
H -3.68460 5.61582 4.49370
H -3.28147 -3.12250 -5.81231
H -2.96636 6.78217 5.38855
H -0.58273 -3.35809 1.71930
H -2.46468 4.35578 6.05969
H 1.27246 6.03027 5.38580
H 2.34346 -7.54225 -4.49193
H 2.56339 -3.89664 -1.31635
H -0.20078 8.95985 2.98183
H -0.91903 -4.22119 -5.34636
H -1.67862 4.36520 4.58511
H 2.16672 -3.55790 1.39264
*
```

***

Record 3
# C30H29F5N7O3SV

C30H29F5N7O3SV as an isolated structure (ωB97M-V/def2-TZVPD, the Open Molecules 2025 dataset).

Calculated values
<S²>	3.803
HOMO-LUMO gap (alpha / beta)	4.5 / 7.4	eV
DFT total energy	-3611.2849	Ha
relative energy (zero: lowest compared OMol25 entry of this formula, charge and spin)	195.7	kJ/mol

Geometry as ORCA input:
```
! RIJCOSX wB97M-V def2-TZVPD def2/J DEFGRID3
* xyz -1 4
V 0.48600 -0.15260 0.85140
S 0.23620 -2.13850 -2.86690
F 2.24830 -3.00690 3.49010
F 0.40020 -2.96510 1.51250
F -0.13550 -1.71410 3.19430
F 3.00800 -2.12200 1.69560
F 2.50540 -0.87720 3.39260
O -0.92520 2.37540 3.39230
O -1.40960 -1.27450 0.16760
O -0.56540 0.56820 2.13130
N -1.90840 0.84590 -1.67950
N 1.83820 1.07630 1.61450
N 1.68470 -3.44700 -1.05100
N 0.18630 2.32450 -0.32310
N 1.36480 -1.23660 -0.62990
N 1.04880 0.00370 -0.83610
N -3.31010 -0.34940 0.98590
C -3.08110 0.87020 -1.06930
C 1.13900 -4.74120 -1.40800
C -0.31280 3.49930 -0.01120
C 1.22780 1.95560 2.45200
C 5.26150 2.46160 1.69830
C -2.83100 -2.64750 1.52120
C -4.28400 0.73360 -1.75500
C 3.86030 0.39390 0.49940
C 0.93290 3.24890 -2.40780
C -1.87110 0.65220 -2.98240
C 0.71290 -1.74360 2.10390
C 1.32500 0.85910 -1.77200
C 3.21530 3.23200 2.81840
C 1.87930 3.03070 3.05100
C -4.24400 0.54370 -3.12540
C 2.10460 -1.93570 2.67760
C 3.16040 1.25840 1.35960
C 1.10140 -2.26660 -1.43480
C 2.19320 0.52860 -2.95630
C 1.46080 -5.11850 -2.85130
C -3.01190 0.48830 -3.75450
C -0.19050 1.65280 2.71070
C 5.21250 0.54830 0.26730
C 0.81720 2.17360 -1.50820
C -3.05620 0.97410 0.43250
C 0.41590 4.47280 -2.05820
C 5.92050 1.58410 0.86090
C -0.23030 4.61550 -0.83370
C 3.89460 2.32570 1.96280
C -2.41730 -1.35340 0.84730
H 1.59030 -5.47100 -0.72960
H 5.79540 3.26940 2.17930
H -3.80860 -2.96350 1.15660
H -0.88530 0.61880 -3.42080
H 0.52590 5.32030 -2.72030
H -5.15940 0.43720 -3.69270
H 3.33270 -0.41950 0.02890
H -5.22240 0.77840 -1.21920
H 5.71380 -0.15230 -0.38690
H 6.97790 1.69710 0.66920
H -2.93610 0.32250 -4.81690
H 2.05570 -3.39020 -0.11300
H -2.86920 -2.51640 2.60150
H -3.99910 -0.42740 1.71660
H 1.28880 3.68200 3.68100
H 1.74390 0.87550 -3.88570
H -3.82680 1.65830 0.79140
H 1.14730 -6.14170 -3.04300
H 2.32250 -0.54930 -3.02790
H -0.79320 3.57260 0.95700
H -2.08460 -3.39960 1.27880
H -2.06260 1.31790 0.73820
H 2.52990 -5.03190 -3.02760
H 3.17590 0.99100 -2.83970
H 1.43490 3.11160 -3.35270
H -0.64240 5.56340 -0.52340
H 0.05030 -4.74140 -1.26240
H 3.76250 4.05510 3.26050
H 0.93670 -4.45000 -3.52840
*
```